1.
Entry from the Open Molecules 2025 dataset: C2H10N3P3 in the gas phase (ωB97M-V/def2-TZVPD).

ORCA input file:
```
! wB97M-V def2-TZVPD RIJCOSX def2/J DEFGRID3
* xyz 0 1
C 0.445 -2.159 -0.372
C -1.085 1.841 -1.064
N 1.167 -0.467 1.277
N -2.331 -0.626 -1.360
N 2.654 1.763 1.968
P 0.768 -0.331 -0.319
P 1.992 0.404 2.261
P -1.403 0.304 -0.138
H -0.493 -2.208 0.192
H -0.169 -2.279 -1.355
H 1.363 -2.786 -0.253
H -0.444 2.574 -0.435
H -2.107 2.257 -1.278
H -0.492 1.808 -1.934
H -2.303 -0.451 -2.334
H -2.822 -1.424 -1.115
H 3.170 2.127 2.758
H 2.091 -0.347 3.500
*
```

energy: -34571.0926 eV
E_LUMO: 0.34 eV
frontier orbital gap: 7.75 eV
HOMO level: -7.4022 eV

These are the natural (NBO) partial charges, in e, on atoms 1 to 4: C -0.96; C -0.98; N -1.35; N -1.16


2.
Entry from the Open Molecules 2025 dataset: C2H3ErO2 as an isolated structure (ωB97M-V/def2-TZVPD).

ORCA input file:
```
! wB97M-V def2-TZVPD RIJCOSX def2/J DEFGRID3
* xyz 2 4
C 0.191 -1.097 -1.878
O 0.220 -2.265 -2.131
H 1.099 -0.503 -1.368
H -0.456 -0.622 -0.977
C -0.002 0.912 1.114
O -1.172 1.252 1.482
Er -0.231 0.879 3.559
H 0.350 1.444 0.199
*
```

energy: -33812.7782 eV
<S²>: 3.76
E_LUMO (spin up / spin down): -12.28 / -12.14 eV
frontier orbital gap (spin up / spin down): 3.13 / 3.28 eV
HOMO level (spin up / spin down): -15.4112 / -15.4191 eV

These are the natural (NBO) partial charges, in e, on atoms 1 to 4: C 0.30; O -0.37; H 0.10; H 0.03


3.
Entry from the Open Molecules 2025 dataset: a 2-piece molecular cluster, C21H20F2O2 overall (ωB97M-V/def2-TZVPD).

ORCA input file:
```
! wB97M-V def2-TZVPD RIJCOSX def2/J DEFGRID3
* xyz 0 1
C 2.163 0.805 -2.361
C 0.851 0.324 -2.846
C -0.155 1.397 -2.996
C -1.429 1.163 -3.755
O 0.061 2.521 -2.513
C 0.634 -1.030 -3.316
C 1.748 -2.058 -3.284
O -0.464 -1.429 -3.757
H 2.904 0.012 -2.220
H 2.580 1.555 -3.057
H 2.040 1.318 -1.399
H -1.549 0.113 -4.030
H -2.264 1.495 -3.132
H -1.432 1.787 -4.656
H 2.685 -1.674 -2.885
H 1.426 -2.918 -2.687
H 1.927 -2.426 -4.302
F -4.154 -1.320 4.685
C -3.443 -2.064 3.772
C -3.821 -3.389 3.564
C -3.072 -4.139 2.643
C -2.019 -3.568 1.941
C -1.677 -2.198 2.116
C -0.648 -1.606 1.324
C -0.299 -0.259 1.357
C 0.806 0.272 0.692
C 1.291 1.602 0.935
C 0.408 2.608 1.414
C 0.910 3.863 1.723
F 0.043 4.818 2.198
C 2.250 4.212 1.553
C 3.118 3.233 1.048
C 2.657 1.960 0.741
C -2.382 -1.461 3.113
H -4.645 -3.814 4.131
H -3.333 -5.181 2.467
H -1.441 -4.147 1.218
H -0.099 -2.261 0.639
H -0.908 0.418 1.964
H 1.402 -0.408 0.077
H -0.656 2.398 1.514
H 2.580 5.220 1.789
H 4.171 3.473 0.908
H 3.336 1.211 0.328
H -2.105 -0.433 3.345
*
```

energy: -31627.5215 eV
E_LUMO: -3.12 eV
frontier orbital gap: 3.44 eV
HOMO level: -6.5634 eV

These are the natural (NBO) partial charges, in e, on atoms 1 to 4: C -0.63; C -0.24; C 0.52; C -0.73